--- A ---
{
  "formula": "C4H7NO",
  "method": "wB97M-V/def2-TZVPD",
  "homo_lumo_gap_ev": 10.583,
  "e_homo_ev": -9.6,
  "smiles": "C1NC12COC2",
  "symbols": ["C", "N", "C", "C", "O", "C", "H", "H", "H", "H", "H", "H", "H"],
  "xyz": [[0.285, 1.408, 0.594], [-0.310, 0.442, 1.526], [-0.086, 0.054, 0.158], [0.809, -1.001, -0.482], [-0.143, -1.155, -1.546], [-1.140, -0.397, -0.835], [-0.346, 2.255, 0.335], [1.346, 1.640, 0.691], [0.393, 0.053, 2.148], [0.916, -1.934, 0.090], [1.797, -0.679, -0.834], [-1.902, -1.045, -0.379], [-1.619, 0.359, -1.466]],
  "lowdin_charge": [-0.10, 0.06, -0.43, -0.11, -0.11, -0.11, 0.10, 0.11, 0.10, 0.12, 0.12, 0.12, 0.12]
}

---

--- B ---
{
  "formula": "C4H7NO",
  "method": "wB97M-V/def2-TZVPD",
  "homo_lumo_gap_ev": 8.708,
  "e_homo_ev": -8.6,
  "symbols": ["C", "C", "C", "C", "N", "O", "H", "H", "H", "H", "H", "H", "H"],
  "xyz": [[1.370, 0.207, -0.437], [0.562, -0.510, 1.590], [-0.204, 0.645, -0.434], [-1.172, -0.414, 0.032], [-2.227, -0.783, -0.551], [-0.586, -1.038, 1.119], [2.145, 0.362, 0.347], [1.675, 0.903, -1.204], [1.545, -0.815, -0.802], [0.411, 0.583, 1.766], [-0.408, 1.567, 0.140], [-0.414, 0.859, -1.476], [-2.695, -1.566, -0.089]],
  "lowdin_charge": [-0.11, 0.05, -0.15, -0.45, 0.17, -0.09, 0.08, 0.07, 0.09, 0.03, 0.12, 0.11, 0.07]
}

---

--- C ---
{
  "formula": "C4H7NO",
  "method": "wB97M-V/def2-TZVPD",
  "homo_lumo_gap_ev": 8.481,
  "e_homo_ev": -7.6,
  "symbols": ["O", "C", "C", "N", "C", "C", "H", "H", "H", "H", "H", "H", "H"],
  "xyz": [[-2.671, -1.021, 0.411], [-1.545, -0.971, -0.035], [-0.517, 0.794, 0.947], [0.491, 0.653, 0.105], [0.909, 0.618, -1.118], [1.723, -0.116, -0.144], [-0.730, -1.644, 0.323], [-0.418, 0.463, 1.970], [-1.323, 1.456, 0.654], [0.739, 1.103, -2.061], [-1.249, -0.404, -0.951], [1.627, -1.202, -0.042], [2.653, 0.299, 0.253]],
  "lowdin_charge": [-0.05, -0.27, -0.03, -0.20, -0.06, -0.06, 0.09, 0.09, 0.10, 0.11, 0.08, 0.10, 0.10]
}

---

--- D ---
{
  "formula": "C4H7NO",
  "method": "wB97M-V/def2-TZVPD",
  "homo_lumo_gap_ev": 10.644,
  "e_homo_ev": -9.6,
  "smiles": "C[C@H]1COC=N1",
  "symbols": ["C", "C", "C", "O", "C", "N", "H", "H", "H", "H", "H", "H", "H"],
  "xyz": [[-1.394, -0.716, 0.304], [-0.315, -0.074, -0.560], [0.287, 1.205, 0.064], [1.602, 0.795, 0.494], [1.777, -0.432, -0.046], [0.833, -0.988, -0.674], [-1.699, -1.677, -0.119], [-2.276, -0.071, 0.381], [-1.007, -0.897, 1.313], [-0.714, 0.127, -1.562], [-0.262, 1.565, 0.939], [0.406, 2.023, -0.654], [2.762, -0.860, 0.121]],
  "lowdin_charge": [-0.07, -0.38, -0.12, -0.05, -0.23, 0.09, 0.08, 0.08, 0.09, 0.13, 0.12, 0.12, 0.13]
}

---

The structure with the least stability is C.

---

--- A ---
{
  "formula": "C4H7NO",
  "method": "wB97M-V/def2-TZVPD",
  "homo_lumo_gap_ev": 9.983,
  "e_homo_ev": -9.0,
  "smiles": "[H]/N=C/[C@@H]1C[C@H]1O",
  "symbols": ["H", "N", "C", "C", "C", "C", "O", "H", "H", "H", "H", "H", "H"],
  "xyz": [[1.808, -0.350, 2.509], [1.869, 0.044, 1.625], [0.595, 0.159, 1.419], [0.126, 0.527, 0.079], [-1.248, 0.331, -0.462], [-0.308, -0.715, -0.858], [0.216, -0.717, -2.164], [-0.190, -0.025, 2.187], [0.756, 1.247, -0.572], [-1.905, 0.036, 0.297], [-1.664, 0.893, -1.251], [-0.298, -1.594, -0.307], [0.243, 0.163, -2.503]],
  "lowdin_charge": [0.00, 0.10, -0.23, -0.20, -0.10, -0.27, 0.01, 0.13, 0.17, 0.09, 0.11, 0.13, 0.07]
}

---

--- B ---
{
  "formula": "C4H7NO",
  "method": "wB97M-V/def2-TZVPD",
  "homo_lumo_gap_ev": 10.609,
  "e_homo_ev": -9.6,
  "smiles": "C[C@H]1CNC1=O",
  "symbols": ["C", "C", "C", "N", "C", "O", "H", "H", "H", "H", "H", "H", "H"],
  "xyz": [[1.271, 0.291, 0.620], [0.496, -0.040, -0.666], [-0.566, -1.064, -0.221], [-1.296, 0.077, 0.359], [-0.625, 0.984, -0.489], [-0.848, 2.118, -0.812], [1.925, -0.526, 0.942], [1.901, 1.183, 0.464], [0.327, 0.383, 1.304], [1.013, -0.166, -1.624], [-0.207, -1.843, 0.462], [-1.148, -1.493, -1.035], [-2.244, 0.096, 0.695]],
  "lowdin_charge": [-0.07, -0.23, -0.14, 0.02, -0.48, 0.10, 0.07, 0.09, 0.12, 0.14, 0.12, 0.11, 0.14]
}

---

The structure with the least stability is A.

---

--- A ---
{
  "formula": "C4H7NO",
  "method": "wB97M-V/def2-TZVPD",
  "homo_lumo_gap_ev": 7.875,
  "e_homo_ev": -7.0,
  "symbols": ["C", "O", "C", "C", "N", "C", "H", "H", "H", "H", "H", "H", "H"],
  "xyz": [[-1.213, -0.702, 0.244], [-0.054, -1.521, 0.252], [1.085, -0.853, -0.208], [0.532, 1.041, 0.860], [0.566, 0.559, -0.616], [-0.703, 0.723, 0.127], [-1.765, -0.855, 1.175], [-1.849, -0.988, -0.610], [1.822, -0.869, 0.625], [1.513, -1.312, -1.092], [0.794, 2.089, 0.882], [0.681, 1.206, -1.422], [-1.409, 1.485, -0.217]],
  "lowdin_charge": [-0.16, -0.11, -0.17, -0.08, -0.02, -0.29, 0.13, 0.12, 0.13, 0.11, 0.03, 0.18, 0.14]
}

---

--- B ---
{
  "formula": "C4H7NO",
  "method": "wB97M-V/def2-TZVPD",
  "homo_lumo_gap_ev": 9.696,
  "e_homo_ev": -8.8,
  "symbols": ["C", "N", "C", "C", "C", "O", "H", "H", "H", "H", "H", "H", "H"],
  "xyz": [[1.934, 0.126, 0.153], [1.301, 0.042, -1.019], [0.029, 0.314, -0.856], [-0.954, -0.641, -0.571], [-1.696, 0.479, 0.119], [-0.525, 1.328, -0.093], [1.725, 0.910, 0.885], [2.937, -0.296, 0.198], [0.948, -0.899, 0.892], [0.031, -1.061, 0.551], [-1.275, -1.553, -1.056], [-2.574, 0.886, -0.391], [-1.880, 0.365, 1.188]],
  "lowdin_charge": [-0.11, 0.02, -0.46, -0.06, -0.14, -0.01, 0.08, 0.08, 0.12, 0.13, 0.11, 0.12, 0.12]
}

---

--- C ---
{
  "formula": "C4H7NO",
  "method": "wB97M-V/def2-TZVPD",
  "homo_lumo_gap_ev": 9.617,
  "e_homo_ev": -8.8,
  "smiles": "N[C@H]1C=C(O)C1",
  "symbols": ["N", "C", "C", "C", "O", "C", "H", "H", "H", "H", "H", "H", "H"],
  "xyz": [[0.697, -0.635, -1.760], [0.747, 0.121, -0.535], [-0.448, 1.009, -0.269], [-0.741, 0.400, 0.880], [-1.663, 0.543, 1.854], [0.382, -0.593, 0.818], [1.432, -1.333, -1.782], [-0.197, -1.106, -1.848], [1.711, 0.636, -0.497], [-0.869, 1.820, -0.830], [-2.248, 1.280, 1.644], [1.122, -0.512, 1.612], [0.074, -1.632, 0.713]],
  "lowdin_charge": [0.03, -0.39, 0.00, -0.35, 0.07, -0.06, 0.07, 0.07, 0.13, 0.10, 0.11, 0.11, 0.11]
}

---

--- D ---
{
  "formula": "C4H7NO",
  "method": "wB97M-V/def2-TZVPD",
  "homo_lumo_gap_ev": 10.166,
  "e_homo_ev": -9.7,
  "smiles": "CCCC1=NO1",
  "symbols": ["C", "C", "C", "C", "N", "O", "H", "H", "H", "H", "H", "H", "H"],
  "xyz": [[-1.817, -0.200, 0.154], [-0.414, -0.460, -0.386], [0.580, 0.623, 0.052], [1.971, 0.129, 0.071], [2.670, -0.901, -0.084], [3.129, 0.683, 0.342], [-2.517, -0.969, -0.188], [-1.818, -0.211, 1.250], [-2.200, 0.773, -0.173], [-0.431, -0.517, -1.480], [-0.061, -1.436, -0.030], [0.545, 1.507, -0.596], [0.363, 0.979, 1.068]],
  "lowdin_charge": [-0.11, -0.26, -0.12, -0.54, 0.28, 0.03, 0.07, 0.08, 0.08, 0.11, 0.11, 0.14, 0.13]
}

---

The structure with the least stability is B.

---

--- A ---
{
  "formula": "C4H7NO",
  "method": "wB97M-V/def2-TZVPD",
  "homo_lumo_gap_ev": 7.830,
  "e_homo_ev": -7.0,
  "symbols": ["C", "O", "C", "C", "N", "C", "H", "H", "H", "H", "H", "H", "H"],
  "xyz": [[-1.213, -0.700, 0.237], [-0.051, -1.514, 0.280], [1.090, -0.864, -0.183], [0.543, 1.026, 0.844], [0.552, 0.570, -0.646], [-0.700, 0.722, 0.117], [-1.782, -0.848, 1.158], [-1.831, -0.994, -0.627], [1.837, -0.896, 0.643], [1.503, -1.315, -1.076], [0.798, 2.075, 0.888], [0.664, 1.247, -1.432], [-1.408, 1.491, -0.202]],
  "lowdin_charge": [-0.15, -0.11, -0.16, -0.09, -0.01, -0.31, 0.13, 0.12, 0.13, 0.11, 0.03, 0.18, 0.14]
}

---

--- B ---
{
  "formula": "C4H7NO",
  "method": "wB97M-V/def2-TZVPD",
  "homo_lumo_gap_ev": [7.930, 8.238],
  "e_homo_ev": [-8.6, -8.6],
  "symbols": ["C", "C", "C", "C", "N", "O", "H", "H", "H", "H", "H", "H", "H"],
  "xyz": [[0.338, -0.289, 0.720], [-0.789, -0.622, 0.228], [-1.569, -1.433, -0.714], [1.977, 1.467, 0.860], [1.467, 0.098, 1.182], [2.220, -0.560, 2.009], [-2.062, 0.086, 1.718], [-2.516, -1.019, -0.923], [-1.062, -1.636, -1.606], [-1.537, -2.394, -0.172], [2.853, 1.577, 1.474], [2.254, 1.610, -0.232], [1.234, 2.208, 1.268]],
  "lowdin_charge": [-0.08, -0.11, -0.11, 0.01, -0.29, -0.05, 0.13, 0.06, 0.06, 0.10, 0.07, 0.11, 0.11]
}

---

--- C ---
{
  "formula": "C4H7NO",
  "method": "wB97M-V/def2-TZVPD",
  "homo_lumo_gap_ev": 10.289,
  "e_homo_ev": -9.6,
  "smiles": "CC(C)=NC=O",
  "symbols": ["C", "C", "C", "N", "C", "O", "H", "H", "H", "H", "H", "H", "H"],
  "xyz": [[-0.327, 0.780, 1.498], [-0.113, 0.014, 0.295], [-1.065, 0.162, -0.856], [0.880, -0.707, 0.143], [1.656, -1.249, -0.829], [1.950, -2.429, -1.047], [-1.419, 0.913, 1.923], [-0.049, 1.910, 1.475], [0.187, 0.390, 2.437], [-0.737, -0.556, -1.778], [-0.977, 1.138, -1.367], [-2.049, -0.031, -0.601], [2.064, -0.335, -1.295]],
  "lowdin_charge": [-0.07, -0.44, -0.02, 0.14, -0.35, 0.01, 0.11, 0.11, 0.10, 0.14, 0.09, 0.04, 0.13]
}

---

--- D ---
{
  "formula": "C4H7NO",
  "method": "wB97M-V/def2-TZVPD",
  "homo_lumo_gap_ev": 7.566,
  "e_homo_ev": -7.3,
  "smiles": "CC1=C([O-])C[NH2+]1",
  "symbols": ["C", "C", "C", "O", "C", "N", "H", "H", "H", "H", "H", "H", "H"],
  "xyz": [[-1.845, -0.081, -0.190], [-0.442, 0.198, 0.200], [0.493, 1.228, 0.093], [0.531, 2.449, 0.034], [1.653, 0.179, 0.019], [0.596, -0.879, 0.257], [-2.334, -0.859, 0.413], [-1.933, -0.374, -1.250], [-2.419, 0.840, -0.062], [2.031, 0.066, -1.001], [2.480, 0.152, 0.735], [0.617, -1.285, 1.190], [0.573, -1.635, -0.439]],
  "lowdin_charge": [-0.07, -0.25, -0.47, -0.01, -0.03, 0.05, 0.07, 0.07, 0.08, 0.12, 0.11, 0.16, 0.17]
}

---

The structure with the least stability is B.

---

--- A ---
{
  "formula": "C4H7NO",
  "method": "wB97M-V/def2-TZVPD",
  "homo_lumo_gap_ev": 10.068,
  "e_homo_ev": -9.1,
  "smiles": "C[C@H]1CNC1=O",
  "symbols": ["C", "C", "C", "N", "C", "O", "H", "H", "H", "H", "H", "H", "H"],
  "xyz": [[1.575, 0.049, 0.593], [0.363, -0.186, -0.372], [-1.214, -0.995, -0.082], [-1.763, 0.321, -0.342], [-0.571, 0.989, -0.440], [-0.332, 2.171, -0.408], [2.216, 0.812, 0.116], [1.319, 0.460, 1.579], [2.214, -0.830, 0.748], [0.708, -0.651, -1.279], [-0.462, -1.158, 0.659], [-1.398, -1.689, -0.903], [-2.562, 0.773, 0.091]],
  "lowdin_charge": [-0.05, -0.17, -0.06, 0.06, -0.53, 0.08, 0.09, 0.08, 0.07, 0.12, 0.07, 0.10, 0.14]
}

---

--- B ---
{
  "formula": "C4H7NO",
  "method": "wB97M-V/def2-TZVPD",
  "homo_lumo_gap_ev": 9.294,
  "e_homo_ev": -8.5,
  "symbols": ["C", "C", "C", "C", "N", "O", "H", "H", "H", "H", "H", "H", "H"],
  "xyz": [[1.741, -0.731, 1.371], [-1.019, -0.183, -0.694], [1.918, -2.064, 0.895], [-1.647, 2.115, -1.030], [1.502, 0.285, 1.839], [-0.692, 0.987, -1.048], [-2.196, -0.242, -0.678], [3.014, -2.163, 0.707], [1.394, -2.147, -0.041], [1.680, -2.923, 1.602], [-2.283, 2.026, -0.128], [-2.378, 1.979, -1.950], [-1.035, 3.063, -0.845]],
  "lowdin_charge": [-0.33, -0.01, -0.09, -0.06, 0.13, -0.24, 0.03, 0.09, 0.06, 0.11, 0.08, 0.13, 0.11]
}

---

The structure with the least stability is B.

---

--- A ---
{
  "formula": "C4H7NO",
  "method": "wB97M-V/def2-TZVPD",
  "homo_lumo_gap_ev": 9.745,
  "e_homo_ev": -9.0,
  "symbols": ["C", "C", "C", "N", "C", "O", "H", "H", "H", "H", "H", "H", "H"],
  "xyz": [[1.429, -0.631, 0.072], [0.058, 0.005, 0.055], [-0.121, 1.414, 0.525], [-0.269, 0.810, -1.113], [-1.084, -0.911, 0.399], [-2.201, -0.785, -0.052], [1.476, -1.503, -0.589], [2.172, 0.102, -0.252], [1.684, -0.943, 1.091], [-1.172, 1.564, 0.815], [0.145, 1.820, -0.777], [-1.272, 0.770, -1.299], [-0.845, -1.713, 1.125]],
  "lowdin_charge": [-0.03, -0.61, 0.05, 0.08, -0.19, 0.05, 0.09, 0.09, 0.09, 0.06, 0.10, 0.10, 0.14]
}

---

--- B ---
{
  "formula": "C4H7NO",
  "method": "wB97M-V/def2-TZVPD",
  "homo_lumo_gap_ev": 10.404,
  "e_homo_ev": -9.4,
  "smiles": "CC1=NCCO1",
  "symbols": ["C", "C", "N", "C", "C", "O", "H", "H", "H", "H", "H", "H", "H"],
  "xyz": [[2.122, -0.171, 0.168], [0.663, 0.051, 0.000], [0.097, 1.152, -0.266], [-1.335, 0.879, -0.203], [-1.469, -0.644, -0.075], [-0.122, -1.043, 0.231], [2.330, -0.495, 1.192], [2.670, 0.751, -0.031], [2.472, -0.956, -0.506], [-1.680, 1.253, 0.783], [-1.843, 1.334, -1.066], [-1.790, -1.160, -0.984], [-2.114, -0.951, 0.757]],
  "lowdin_charge": [0.00, -0.46, 0.10, -0.19, -0.15, -0.03, 0.09, 0.08, 0.09, 0.12, 0.11, 0.12, 0.12]
}

---

--- C ---
{
  "formula": "C4H7NO",
  "method": "wB97M-V/def2-TZVPD",
  "homo_lumo_gap_ev": 9.372,
  "e_homo_ev": -9.6,
  "smiles": "CC/N=C\\C=O",
  "symbols": ["C", "C", "N", "C", "C", "O", "H", "H", "H", "H", "H", "H", "H"],
  "xyz": [[-1.770, -0.799, -0.185], [-0.627, 0.054, -0.729], [-0.221, 1.001, 0.295], [0.955, 1.044, 0.767], [2.160, 0.218, 0.415], [3.199, 0.373, 1.015], [-2.222, -1.395, -0.984], [-2.538, -0.156, 0.253], [-1.412, -1.481, 0.594], [0.177, -0.590, -1.111], [-0.993, 0.652, -1.572], [1.168, 1.776, 1.552], [2.081, -0.526, -0.398]],
  "lowdin_charge": [-0.10, -0.30, 0.04, -0.12, -0.23, 0.05, 0.07, 0.07, 0.07, 0.09, 0.12, 0.11, 0.11]
}

---

--- D ---
{
  "formula": "C4H7NO",
  "method": "wB97M-V/def2-TZVPD",
  "homo_lumo_gap_ev": 9.979,
  "e_homo_ev": -9.3,
  "symbols": ["O", "C", "C", "C", "N", "C", "H", "H", "H", "H", "H", "H", "H"],
  "xyz": [[-1.193, -0.997, -1.260], [0.069, -0.824, -0.682], [0.861, 0.487, -0.941], [0.644, 0.921, 0.773], [-0.830, 0.918, 0.846], [-0.045, -0.401, 0.759], [-1.729, -0.263, -0.905], [0.669, -1.739, -0.787], [0.367, 1.146, -1.676], [1.903, 0.286, -1.244], [1.292, 1.388, 1.558], [-1.375, 0.327, 1.822], [-0.649, -1.284, 1.771]],
  "lowdin_charge": [-0.03, -0.41, 0.01, -0.17, -0.04, -0.32, 0.09, 0.15, 0.10, 0.10, 0.13, 0.19, 0.22]
}

---

The structure with the least stability is D.